{"formula": "C36H90O24P6", "method": "ωB97M-V with the def2-TZVPD basis set", "homo_lumo_gap_ev": 10.53, "smiles": "CCOP(=O)(OCC)OCC.CCOP(=O)(OCC)OCC.CCOP(=O)(OCC)OCC.CCOP(=O)(OCC)OCC.CCOP(=O)(OCC)OCC.CCOP(=O)(OCC)OCC", "homo_energy_ev": -10.06, "total_energy_ev": -143673.5771, "de_lowest_ev": 8.3781, "charge": 0, "elements": ["C", "C", "O", "P", "O", "O", "C", "C", "O", "C", "C", "H", "H", "H", "H", "H", "H", "H", "H", "H", "H", "H", "H", "H", "H", "H", "C", "C", "O", "P", "O", "O", "C", "C", "O", "C", "C", "H", "H", "H", "H", "H", "H", "H", "H", "H", "H", "H", "H", "H", "H", "H", "C", "C", "O", "P", "O", "O", "C", "C", "O", "C", "C", "H", "H", "H", "H", "H", "H", "H", "H", "H", "H", "H", "H", "H", "H", "H", "C", "C", "O", "P", "O", "O", "C", "C", "O", "C", "C", "H", "H", "H", "H", "H", "H", "H", "H", "H", "H", "H", "H", "H", "H", "H", "C", "C", "O", "P", "O", "O", "C", "C", "O", "C", "C", "H", "H", "H", "H", "H", "H", "H", "H", "H", "H", "H", "H", "H", "H", "H", "C", "C", "O", "P", "O", "O", "C", "C", "O", "C", "C", "H", "H", "H", "H", "H", "H", "H", "H", "H", "H", "H", "H", "H", "H", "H"], "positions_angstrom": [[-17.483610, 28.089680, 0.394780], [-16.418910, 27.448480, -0.405360], [-15.323700, 28.284810, -0.704830], [-14.102700, 27.968820, -1.740080], [-14.359430, 26.785690, -2.587840], [-12.710130, 27.877750, -0.958200], [-11.889690, 26.810500, -1.366450], [-10.445880, 27.221840, -1.078560], [-14.226660, 29.419150, -2.584450], [-13.534380, 29.749620, -3.743360], [-14.144750, 28.877100, -4.874610], [-17.108290, 28.070410, 1.417940], [-17.597670, 29.155160, 0.195190], [-18.406100, 27.510100, 0.360220], [-16.078730, 26.446340, -0.144410], [-16.960780, 27.378400, -1.348530], [-12.311070, 25.927060, -0.886790], [-12.018260, 26.658730, -2.438150], [-9.837920, 26.464330, -1.573190], [-10.276080, 28.202490, -1.523080], [-10.031910, 27.234920, -0.070310], [-13.515180, 30.824630, -3.922520], [-12.579880, 29.295020, -3.478120], [-13.819600, 27.847370, -4.726130], [-15.222640, 29.039010, -4.879350], [-13.777340, 29.235340, -5.836260], [-3.099260, 27.823600, -16.263580], [-2.797310, 26.464410, -15.660180], [-1.490860, 26.422740, -14.921960], [-0.734600, 25.110010, -14.402740], [-1.588560, 23.852170, -14.313870], [0.612320, 24.902710, -15.275670], [1.630280, 25.977300, -15.343660], [1.132890, 27.359480, -15.741610], [-0.243850, 25.736530, -13.011800], [-1.094980, 26.258120, -12.080710], [-0.873190, 27.742340, -11.944070], [-3.157240, 28.587780, -15.488480], [-2.507110, 28.047940, -17.150770], [-4.120670, 27.809140, -16.643870], [-3.652320, 26.245190, -15.020660], [-2.873640, 25.719420, -16.452170], [2.100170, 26.020240, -14.361080], [2.420060, 25.785990, -16.070120], [1.934220, 28.067930, -15.951540], [0.318330, 27.348660, -16.465820], [0.654380, 27.794610, -14.864230], [-2.108180, 25.876710, -12.207410], [-0.964570, 25.671520, -11.171320], [-1.720940, 27.893720, -11.275860], [0.142600, 27.963910, -11.616720], [-0.992410, 28.298840, -12.873690], [-10.685710, 15.949060, -20.694270], [-10.821720, 14.460060, -20.237040], [-11.340020, 14.626650, -18.960090], [-10.525890, 14.739270, -17.529720], [-9.076740, 14.788380, -17.551780], [-11.289010, 15.935930, -16.780930], [-10.979500, 17.272880, -16.971110], [-11.711810, 18.056660, -15.818880], [-11.082710, 13.473440, -16.683760], [-10.727920, 13.254640, -15.344110], [-11.748140, 13.731580, -14.458620], [-10.295180, 16.022320, -21.709270], [-11.613250, 16.494130, -20.869400], [-10.193880, 16.550420, -19.929710], [-11.469410, 14.000820, -20.983840], [-9.850740, 13.967360, -20.186450], [-9.895200, 17.352040, -16.892920], [-11.199090, 17.558610, -17.999820], [-11.920410, 19.089120, -16.099260], [-12.614620, 17.558830, -15.465050], [-11.096490, 18.226380, -14.935320], [-10.789880, 12.174440, -15.212070], [-9.779070, 13.765330, -15.179890], [-11.693650, 13.303620, -13.457630], [-11.885440, 14.806900, -14.344880], [-12.672830, 13.442890, -14.958320], [-19.221960, 30.790810, -29.246340], [-19.200120, 29.573630, -28.242010], [-20.513840, 29.017990, -28.100320], [-21.541330, 29.502670, -26.937570], [-22.774280, 28.777230, -27.068250], [-20.726940, 29.148890, -25.553060], [-21.378400, 28.536740, -24.466870], [-20.252490, 28.177560, -23.532670], [-21.487880, 31.068830, -26.992120], [-22.072600, 31.886540, -26.025900], [-21.782780, 33.330100, -26.392890], [-20.117970, 31.401740, -29.356000], [-18.252490, 31.284190, -29.315840], [-19.355720, 30.246910, -30.181420], [-18.642460, 28.826030, -28.806090], [-18.692810, 29.696010, -27.285060], [-22.068950, 29.288550, -24.084760], [-21.865740, 27.659190, -24.891740], [-19.581380, 27.517750, -24.082540], [-19.815070, 29.132780, -23.242330], [-20.727620, 27.672870, -22.691450], [-23.155770, 31.785200, -25.958230], [-21.651170, 31.654030, -25.047920], [-20.736220, 33.614500, -26.283630], [-22.134870, 33.589030, -27.391430], [-22.401520, 33.860750, -25.669250], [-11.283990, 27.647910, -26.780330], [-10.327260, 27.167430, -25.630800], [-9.452620, 28.102260, -25.459460], [-9.389750, 29.238520, -24.213310], [-8.977930, 28.704900, -22.889240], [-10.886300, 29.691260, -24.291420], [-11.433890, 30.918800, -24.285310], [-12.936250, 30.785240, -24.225460], [-8.416300, 30.373060, -24.866860], [-7.005700, 30.253030, -24.759060], [-6.407700, 31.660260, -25.103800], [-11.849500, 28.573060, -26.668910], [-10.620440, 27.679160, -27.644520], [-12.018620, 26.863610, -26.962850], [-10.787500, 26.857950, -24.692450], [-9.903430, 26.215530, -25.950770], [-11.094250, 31.564450, -23.475450], [-11.127210, 31.379740, -25.224240], [-13.349940, 30.210790, -25.054280], [-13.240200, 30.376770, -23.261680], [-13.413400, 31.762840, -24.156680], [-6.933380, 29.958970, -23.711970], [-6.590510, 29.386190, -25.273170], [-6.265390, 31.917570, -26.153390], [-6.938460, 32.406480, -24.512550], [-5.364770, 31.544090, -24.809010], [-17.281460, 29.592210, -12.953960], [-16.029080, 29.004870, -13.671190], [-16.303740, 27.703850, -14.212950], [-15.146270, 26.584700, -14.365810], [-14.724100, 25.853650, -13.168510], [-15.674580, 25.638440, -15.583880], [-17.061200, 25.335320, -15.682320], [-17.747210, 24.763120, -14.380320], [-13.788730, 27.355590, -15.012140], [-12.532940, 26.782320, -15.105530], [-12.354750, 26.265200, -16.638140], [-17.675230, 28.782220, -12.339980], [-17.169510, 30.545790, -12.437980], [-18.100380, 29.795040, -13.644140], [-15.885410, 29.634180, -14.549500], [-15.192070, 29.045280, -12.974130], [-17.662060, 26.075510, -16.210700], [-17.078280, 24.632140, -16.515000], [-17.247980, 23.821330, -14.152550], [-17.845290, 25.485520, -13.570000], [-18.825190, 24.689680, -14.524150], [-11.918170, 27.668610, -14.948510], [-12.462170, 25.923050, -14.438640], [-12.442960, 25.183680, -16.535080], [-13.172380, 26.400210, -17.346210], [-11.394620, 26.536440, -17.077100]], "forces_ev_per_a": [[1.025, 0.430, 2.636], [-0.885, -0.825, -3.306], [2.868, 1.054, 0.083], [-2.976, 1.481, -1.244], [0.386, 0.425, 0.516], [-2.178, 1.959, -0.090], [1.014, -0.476, 0.128], [0.152, -0.909, -0.412], [-1.455, -1.380, 3.881], [0.756, -2.785, -0.801], [0.770, 1.475, -0.162], [-0.491, 0.111, 0.541], [-0.264, -0.222, -0.563], [0.055, 0.226, -0.193], [-0.207, 0.138, 0.496], [0.396, -0.845, -0.606], [0.701, -0.274, 0.147], [0.240, -0.080, 0.018], [0.270, 0.197, -0.328], [0.093, -0.109, -0.114], [-0.822, 0.062, 0.312], [-0.068, -0.168, 0.239], [1.072, 0.982, -1.063], [-0.548, 0.079, -0.061], [-0.014, -0.449, 0.103], [0.110, -0.096, -0.156], [-0.117, -0.139, 0.087], [-0.007, -0.198, -0.048], [-1.722, 0.013, -1.334], [-1.701, -2.090, 0.357], [2.055, 2.949, -0.400], [-0.324, 1.317, 0.426], [0.155, 0.431, 0.016], [-1.177, 0.335, 1.452], [2.286, -1.916, -2.547], [-0.836, -0.634, 1.011], [-0.925, -0.828, 0.041], [0.652, 0.248, -0.210], [0.411, 0.368, 0.436], [-0.182, -0.412, -0.012], [0.545, -0.246, 0.704], [0.692, -0.225, 0.128], [-0.028, -0.023, -0.014], [-0.375, -1.262, -0.021], [0.151, -0.417, -0.506], [0.524, -0.066, -0.447], [-0.162, 0.131, 0.100], [-0.625, 0.910, -0.997], [0.960, 0.572, 0.662], [0.484, 1.482, 0.527], [-0.313, -0.020, 0.669], [-0.420, -0.282, -0.081], [-0.029, -0.314, -0.986], [1.206, 2.926, -1.105], [-0.529, -0.897, 3.659], [-2.440, -1.320, -0.109], [0.767, 0.503, -0.524], [-0.232, -2.501, -0.330], [0.444, 1.399, 1.012], [0.747, 0.432, -0.670], [-0.449, 1.208, -2.692], [1.620, -0.288, -0.333], [-2.866, 1.417, 1.364], [0.970, 0.049, 0.187], [-0.737, -0.647, 0.527], [0.672, -0.188, -0.367], [-0.381, -0.612, 0.790], [-0.011, -0.028, -0.242], [0.137, 0.433, 0.214], [-0.621, 0.363, 0.119], [-0.384, -0.107, -0.405], [-0.032, -0.024, -0.449], [0.388, -0.599, -0.050], [1.142, -0.111, -0.195], [0.460, -0.778, 0.271], [0.008, -0.148, -0.091], [0.576, 0.170, -0.087], [-0.427, -0.337, 0.491], [-0.239, -1.811, -0.513], [-0.088, 0.821, -1.155], [-0.693, 0.974, 1.220], [3.255, -1.558, 0.314], [-1.705, -0.209, 0.052], [0.086, 1.529, -2.670], [0.124, -0.330, -0.539], [-1.233, 0.144, 0.073], [0.277, -0.741, -1.185], [-0.027, 1.238, 0.474], [-0.457, -0.072, 0.593], [0.269, 0.502, 1.265], [-0.288, 0.312, 0.229], [0.453, -0.004, -0.431], [0.040, -0.229, 0.382], [-0.296, 0.386, 0.101], [-0.326, -0.476, 0.501], [-0.505, -0.020, 0.561], [0.200, 0.140, 0.349], [0.468, -0.367, 0.244], [0.506, -0.073, 0.290], [-0.067, -0.469, -0.246], [0.062, -0.032, 0.123], [-0.062, -0.109, 0.013], [0.018, -0.174, 0.013], [0.231, 0.627, -0.057], [0.104, -1.637, 0.436], [-4.709, -2.750, -0.979], [5.460, 5.602, 2.610], [1.176, -2.280, -1.124], [-0.212, 0.756, -1.556], [1.473, -2.465, 0.440], [-1.318, 2.900, -0.786], [-0.408, 0.455, 0.718], [-3.060, -1.331, -0.343], [0.222, 0.849, 0.833], [0.692, -2.013, 0.609], [0.472, 0.098, 0.413], [-0.247, 0.338, -0.191], [-0.103, -0.095, -0.173], [-0.757, 0.280, 0.152], [0.536, 0.048, -0.400], [0.202, -0.135, 0.227], [-0.173, 0.546, -0.071], [0.042, 0.016, 0.118], [0.136, -0.646, -0.103], [0.136, 0.230, -0.586], [1.096, 0.575, 0.288], [-0.200, 0.273, -0.767], [-0.949, -0.172, -0.109], [0.264, 0.077, -0.239], [0.126, 0.481, 0.586], [-0.390, -1.317, -0.746], [-1.089, 1.808, -0.038], [1.117, -1.026, -0.067], [2.160, 0.360, -1.171], [-0.570, 0.138, -0.009], [0.269, 1.707, 1.428], [-1.444, -1.157, -0.324], [0.181, 1.022, -1.429], [-5.147, 0.177, 1.023], [0.152, -0.239, -3.029], [-0.006, -0.992, 1.757], [0.051, 0.350, 0.631], [0.649, -0.364, 0.280], [0.153, -0.143, -0.468], [0.704, 0.075, 0.160], [0.161, -0.396, -0.305], [0.249, 1.139, 0.849], [0.089, -0.921, 0.508], [-0.363, 0.190, 0.522], [1.236, 0.005, 0.255], [-0.013, -0.858, -0.792], [0.805, -0.729, 0.424], [0.574, 0.401, 0.261], [0.692, -0.303, -0.157], [-0.109, 1.122, 0.373], [-0.111, -0.051, 0.062]]}